Record 1
40 unconnected molecules or ions with the total composition H80O40 in a non-equilibrium geometry. Source: the OMol25 dataset; level of theory: the ωB97M-V functional and the def2-TZVPD basis.

Each line ends with the Mulliken charge.
CARTESIAN COORDINATES (ANGSTROEM)
H: -2.602 4.761 1.928  0.349
H: -1.216 4.125 1.968  0.300
O: -1.951 4.380 2.623  -0.626
H: -5.234 1.320 0.749  0.376
H: -6.616 1.021 1.365  0.255
O: -6.076 1.564 0.958  -0.622
H: -4.001 -3.726 -2.371  0.442
H: -4.038 -5.269 -1.907  0.297
O: -4.525 -4.553 -2.431  -0.652
H: -0.304 -5.297 3.000  0.322
H: -1.679 -4.954 3.417  0.254
O: -0.865 -4.690 3.592  -0.586
H: 5.550 2.792 0.394  0.184
H: 4.480 1.673 0.086  0.337
O: 5.187 2.064 0.575  -0.599
H: 6.299 -1.084 0.106  0.360
O: 5.867 -1.026 0.953  -0.503
H: 2.378 -1.816 -0.241  0.189
O: 1.415 -1.841 -0.108  -0.334
H: -3.164 -2.213 -3.171  0.283
H: -2.923 -1.381 -1.934  0.171
O: -3.630 -1.790 -2.479  -0.823
H: 4.638 -4.295 0.793  0.315
H: 3.660 -3.883 1.834  0.261
O: 4.308 -4.554 1.731  -0.587
H: -1.211 1.215 2.115  0.162
H: 0.055 0.898 2.725  0.332
O: -0.328 1.532 2.041  -0.391
H: 3.192 1.218 2.965  0.353
H: 4.360 0.241 3.230  0.354
O: 3.337 0.231 3.012  -0.759
H: 6.066 0.582 -0.256  0.368
O: 6.613 0.289 -0.958  -0.761
H: -4.277 0.199 -0.785  0.225
H: -2.765 0.128 -1.075  0.243
O: -3.461 0.615 -1.222  -0.080
H: -3.577 -0.497 5.450  0.233
H: -2.354 -1.671 5.301  0.328
O: -2.843 -0.795 4.960  -0.573
H: 1.281 1.750 -5.249  0.251
H: 2.773 1.647 -5.458  0.290
O: 1.993 1.154 -5.359  -0.616
H: -4.016 -1.741 0.148  0.344
H: -5.151 -1.651 -0.595  0.284
O: -4.999 -1.127 0.070  -0.586
H: -0.213 1.202 0.278  -0.129
H: -0.272 2.549 -0.371  -0.307
O: 0.062 1.718 -0.550  0.877
H: -3.549 0.521 2.624  0.217
H: -3.375 0.694 1.089  -0.114
O: -3.053 0.169 1.926  -0.030
H: -0.205 -2.107 1.941  -0.218
O: -0.757 -2.777 1.638  -0.006
H: 4.007 -3.641 -2.240  0.240
H: 4.637 -4.904 -1.383  0.329
O: 4.777 -4.046 -1.922  -0.635
H: 2.093 0.899 -1.419  0.010
O: 2.662 0.684 -0.538  -0.121
H: -2.453 2.533 -2.487  0.193
H: -3.526 1.504 -2.591  0.249
O: -2.857 1.961 -3.093  -0.537
H: -3.777 -2.494 2.991  0.244
H: -2.878 -1.412 2.654  0.090
O: -2.946 -2.270 3.050  -0.426
H: -0.603 -1.705 -0.055  -0.245
H: -1.253 -0.127 -0.435  -0.091
O: -1.220 -1.047 -0.601  0.619
H: 0.332 3.828 -4.509  0.315
H: -1.210 4.608 -4.408  0.313
O: -0.166 4.752 -4.350  -0.627
H: -5.662 3.404 1.319  0.276
H: -5.189 4.632 0.314  0.217
O: -5.048 4.050 0.964  -0.599
H: -3.824 5.112 -1.005  0.227
H: -3.544 3.792 -0.215  0.439
O: -3.204 4.415 -0.773  -0.594
H: 1.541 3.990 -1.413  0.254
H: 0.617 4.675 -0.659  0.300
O: 1.151 4.853 -1.411  -0.622
H: 3.552 -0.177 -4.782  0.251
H: 4.927 -0.493 -4.423  0.222
O: 4.156 -0.208 -4.094  -0.430
H: 2.971 -0.469 4.523  0.448
H: 3.578 -1.919 4.693  0.347
O: 3.170 -1.176 5.200  -0.704
H: 1.209 0.812 -3.016  0.144
H: -0.048 0.704 -2.240  0.041
O: 0.454 1.334 -2.789  -0.406
H: -1.095 -4.273 0.906  0.425
O: -0.999 -5.196 0.607  -0.680
H: 2.237 -3.286 -3.635  0.255
H: 2.516 -2.058 -2.918  0.258
O: 2.019 -2.384 -3.571  -0.471
H: -1.000 -3.160 2.333  0.368
H: 6.280 -1.688 1.324  0.220
H: 1.892 0.844 0.158  0.166
H: 1.490 -1.762 0.851  -0.064
H: 5.942 0.270 -1.723  0.384
H: -1.062 -5.343 -0.306  0.260
O: -1.639 1.052 -5.737  -0.664
H: -1.406 0.760 -4.826  0.291
H: -2.202 1.727 -5.310  0.365
O: 2.270 -3.189 4.073  -0.651
H: 1.877 -2.570 3.514  0.206
H: 1.780 -2.885 4.871  0.416
O: -1.264 -2.161 -3.290  -0.715
H: -0.586 -2.212 -4.009  0.267
H: -0.997 -1.423 -2.705  0.187
O: 0.251 -0.572 3.736  -0.521
H: 1.067 -0.773 4.194  0.156
H: -0.674 -0.436 4.064  0.211
O: 2.955 3.181 2.215  -0.528
H: 3.689 3.784 2.370  0.252
H: 3.226 2.463 1.803  0.231
O: -4.435 2.319 4.139  -0.616
H: -4.040 2.672 3.463  0.268
H: -3.879 2.375 4.910  0.325
O: 3.560 3.496 -3.987  -0.611
H: 3.276 2.559 -4.015  0.354
H: 4.242 3.906 -3.425  0.273

M ... 720.60 g/mol
Kohn-Sham gap ... 9.90 eV
Energy above the lowest of the compared OMol25 structures with the same formula, charge and spin ... 1717.4 kJ/mol
Highest occupied orbital energy ... -10.49 eV
Max |F| ... 0.22461 hartree/bohr
Multiplicity ... 1

***

Record 2
40 unconnected molecules or ions with the total composition H80O40 in a non-equilibrium geometry. Source: the OMol25 dataset; level of theory: the ωB97M-V functional and the def2-TZVPD basis.

Each line ends with the Mulliken charge.
CARTESIAN COORDINATES (ANGSTROEM)
H: -4.428 -1.990 -1.918  0.265
H: -4.778 -0.647 -1.224  0.457
O: -4.675 -1.148 -2.156  -0.743
H: 1.166 0.096 5.813  0.282
H: 2.474 1.109 6.171  0.261
O: 1.498 0.977 5.996  -0.554
H: -1.137 -1.713 -4.018  0.240
H: 0.208 -1.168 -4.037  0.046
O: -0.659 -1.007 -3.616  -0.189
H: 2.826 4.413 2.016  0.291
H: 2.732 4.571 3.466  0.247
O: 3.221 4.327 2.762  -0.511
H: 3.024 1.463 -5.122  0.297
H: 2.405 2.418 -4.195  0.306
O: 2.449 2.141 -5.138  -0.600
H: -1.347 1.102 -2.816  0.229
O: -0.453 1.362 -2.630  -0.308
H: 6.507 0.739 -1.866  0.292
O: 6.389 -0.170 -1.504  -0.657
H: -4.043 2.514 -2.705  0.323
H: -4.248 3.253 -3.965  0.289
O: -4.216 3.369 -2.978  -0.609
H: 2.059 1.844 -0.898  0.174
H: 2.133 1.166 0.479  -0.076
O: 1.893 1.940 0.076  0.017
H: -2.761 1.483 0.073  -0.016
H: -1.714 1.853 -1.110  0.112
O: -1.910 1.372 -0.308  0.507
H: -3.003 -0.044 -2.613  0.261
H: -2.602 0.511 -3.931  0.151
O: -2.976 0.636 -3.238  -0.569
H: -4.933 2.906 0.037  0.288
O: -4.000 3.207 0.273  -0.612
H: 3.947 -3.073 -0.889  0.174
H: 4.965 -2.399 -0.028  0.309
O: 4.036 -2.122 -0.416  -0.472
H: -3.031 -2.629 -4.280  0.268
H: -3.358 -1.470 -5.145  0.269
O: -2.675 -1.967 -4.843  -0.614
H: -1.036 -1.911 -2.158  0.458
H: -1.406 -1.465 -0.809  -0.113
O: -1.445 -2.233 -1.395  -0.328
H: -4.080 -1.040 0.968  0.295
H: -5.397 -0.229 0.991  0.340
O: -4.522 -0.407 0.381  -0.750
H: 0.692 0.754 -5.396  0.329
H: 0.824 -0.090 -6.670  0.298
O: 0.824 -0.273 -5.697  -0.646
H: -2.287 1.508 2.880  0.140
H: -3.869 1.361 2.639  0.199
O: -3.088 1.017 2.972  -0.461
H: 0.186 6.645 -1.485  0.310
O: -0.563 6.637 -0.878  -0.571
H: -1.257 -1.894 3.808  0.199
H: -1.572 -0.529 3.001  0.236
O: -1.888 -1.349 3.385  -0.476
H: 1.665 -3.498 2.864  0.204
O: 1.546 -2.651 2.816  -0.433
H: 4.249 0.319 -0.352  0.299
H: 4.809 1.774 -0.732  0.320
O: 4.217 0.968 -1.126  -0.697
H: 0.051 2.423 3.139  0.103
H: 0.188 1.737 1.823  0.024
O: -0.208 1.688 2.741  -0.007
H: 3.025 -1.782 -4.577  0.248
H: 3.632 -1.785 -3.108  0.259
O: 3.147 -1.253 -3.820  -0.488
H: 3.132 -0.547 4.535  0.264
H: 3.860 0.852 4.885  0.272
O: 3.914 -0.094 4.773  -0.609
H: 2.776 -5.304 -0.003  0.290
H: 2.699 -5.569 -1.424  0.310
O: 3.206 -4.924 -0.815  -0.638
H: -0.778 3.453 0.262  0.154
H: -1.702 2.990 1.204  0.197
O: -1.317 3.897 0.910  -0.576
H: -2.164 2.041 4.676  0.343
H: -1.029 1.991 5.853  0.301
O: -1.882 1.659 5.484  -0.582
H: -0.251 -6.424 2.082  0.448
H: 0.930 -5.702 1.397  0.166
O: 0.803 -6.410 1.938  -0.678
H: -5.791 -2.899 2.415  0.248
H: -4.848 -1.669 3.193  0.343
O: -5.358 -2.019 2.320  -0.634
H: 4.593 -1.263 2.424  0.255
H: 5.174 0.006 2.112  0.273
O: 5.081 -0.796 1.696  -0.563
H: 0.248 -0.436 -0.878  -0.358
O: 0.640 -0.773 -0.008  0.527
H: -1.006 3.718 -3.622  0.310
H: -0.586 5.104 -4.286  0.288
O: -1.331 4.437 -4.186  -0.623
H: -0.771 5.733 -1.124  0.256
H: -0.054 0.514 -2.273  -0.184
H: 1.449 -2.073 3.568  0.171
H: 5.516 -0.207 -1.302  0.460
H: -3.948 3.990 -0.523  0.337
H: 1.525 -0.645 -0.537  0.205
O: 0.449 -3.718 0.534  -0.172
H: -0.036 -3.296 -0.062  0.159
H: 0.809 -2.809 0.724  0.196
O: 1.375 5.031 0.803  -0.546
H: 0.861 4.395 0.258  0.232
H: 1.276 5.852 0.488  0.222
O: -1.788 -5.518 1.271  -0.661
H: -2.622 -5.014 1.616  0.336
H: -1.204 -4.768 1.106  0.403
O: -3.416 -4.287 -1.821  -0.610
H: -3.515 -4.981 -2.439  0.252
H: -2.613 -3.854 -1.689  0.282
O: 5.295 3.314 0.682  -0.680
H: 4.325 3.163 0.739  0.332
H: 5.389 4.136 1.213  0.316
O: 1.914 0.006 1.999  -0.314
H: 2.377 -0.611 1.533  0.124
H: 0.975 -0.145 1.925  0.047
O: -3.158 -4.537 3.474  -0.578
H: -3.840 -4.519 2.843  0.321
H: -3.005 -4.143 4.282  0.246

M ... 720.60 g/mol
Kohn-Sham gap ... 10.24 eV
Energy above the lowest of the compared OMol25 structures with the same formula, charge and spin ... 1513.9 kJ/mol
Highest occupied orbital energy ... -10.65 eV
Max |F| ... 0.29694 hartree/bohr
Multiplicity ... 1